DFT (ωB97M-V/def2-TZVPD) results for C6H10N2S in the gas phase at a distorted geometry.

The spin multiplicity is 1. The SMILES is CCN(C)c1cscn1. Its total energy is -20198.237 eV. As for the orbital gap: 8.36 eV. The value obtained for the energy above the lowest of the compared OMol25 structures with the same formula, charge and spin is 14.43 kcal/mol. The LUMO energy is 0.87 eV.

Last columns: bonded neighbours and bond lengths (Å).
Atoms and positions in Å:
1 C 1.15 0.78 -1.89  C2 1.488, H10 1.138, H11 1.109, H12 1.125
2 C 1.15 -0.36 -0.93  C1 1.488, N3 1.476, H13 1.122, H14 1.188
3 N -0.15 -0.59 -0.27  C2 1.476, C4 1.410, C5 1.369
4 C -1.16 -1.44 -0.77  N3 1.410, H15 1.062, H16 1.017, H17 1.176
5 C -0.37 0.10 0.89  N3 1.369, C6 1.403, N9 1.409
6 C -1.41 -0.06 1.82  C5 1.403, S7 1.693, H18 1.144
7 S -1.15 0.96 3.14  C6 1.693, C8 1.716
8 C 0.31 1.54 2.46  S7 1.716, N9 1.298, H19 1.074
9 N 0.56 1.09 1.27  C5 1.409, C8 1.298
10 H 0.32 1.55 -1.78  C1 1.138
11 H 2.10 1.35 -1.84  C1 1.109
12 H 1.03 0.49 -2.97  C1 1.125
13 H 1.36 -1.35 -1.40  C2 1.122
14 H 1.95 -0.21 -0.07  C2 1.188
15 H -1.95 -0.93 -1.27  C4 1.062
16 H -0.83 -2.17 -1.39  C4 1.017
17 H -1.78 -1.89 0.12  C4 1.176
18 H -2.04 -1.02 1.78  C6 1.144
19 H 0.90 2.16 3.10  C8 1.074



DFT (ωB97M-V/def2-TZVPD) results for a gas-phase ion, C6H10N3 (charge +1) at a distorted geometry.

The spin multiplicity is 1. The SMILES is CC1=C=NCC[NH2+]/C=N\1. As for the net charge: +1. Its total energy is -10843.189 eV. As for the orbital gap (spin up / spin down): 7.62 / 7.62 eV. The value obtained for the energy above the lowest of the compared OMol25 structures with the same formula, charge and spin is 117.01 kcal/mol. The LUMO energy (spin up / spin down) is -4.39 / -4.39 eV.

Last columns: bonded neighbours and bond lengths (Å).
Atoms and positions in Å:
1 C 3.08 -0.29 0.07  C2 1.544, H10 1.087, H11 1.081, H12 1.072
2 C 1.57 0.00 0.24  C1 1.544, C3 1.352, N9 1.394
3 C 0.94 0.87 1.06  C2 1.352, N4 1.209
4 N -0.18 1.17 1.39  C3 1.209, C5 1.471
5 C -1.48 1.47 0.77  N4 1.471, C6 1.526, H13 1.098, H14 1.048
6 C -1.67 0.50 -0.39  C5 1.526, N7 1.552, H15 1.103, H16 1.045
7 N -1.52 -1.03 -0.19  C6 1.552, C8 1.556, H17 1.067, H18 1.009
8 C -0.22 -1.38 -0.97  N7 1.556, N9 1.231, H19 1.042
9 N 0.81 -0.80 -0.61  C2 1.394, C8 1.231
10 H 3.25 -1.18 0.66  C1 1.087
11 H 3.67 0.58 0.30  C1 1.081
12 H 3.05 -0.52 -0.98  C1 1.072
13 H -1.41 2.53 0.48  C5 1.098
14 H -2.20 1.34 1.53  C5 1.048
15 H -2.69 0.76 -0.74  C6 1.103
16 H -1.07 0.69 -1.23  C6 1.045
17 H -1.28 -1.17 0.84  N7 1.067
18 H -2.33 -1.59 -0.40  N7 1.009
19 H -0.32 -1.95 -1.83  C8 1.042



DFT (ωB97M-V/def2-TZVPD) results for a gas-phase ion, C6H10N3O (charge +1) at a distorted geometry.

The spin multiplicity is 1. The SMILES is NCCC1=CN=C/[N+]1=C\O. As for the net charge: +1. Its total energy is -12892.553 eV. As for the orbital gap: 8.06 eV. The value obtained for the energy above the lowest of the compared OMol25 structures with the same formula, charge and spin is 94.29 kcal/mol. The LUMO energy is -5.15 eV.

Last columns: bonded neighbours and bond lengths (Å).
Atoms and positions in Å:
1 N -1.30 0.78 0.58  C2 1.412, H11 0.974, H12 1.003
2 C -1.25 -0.62 0.42  N1 1.412, C3 1.685, H13 1.138, H14 1.116
3 C -0.27 -1.24 -0.80  C2 1.685, C4 1.432, H15 1.059, H16 1.085
4 C 1.08 -0.83 -0.58  C3 1.432, C5 1.351, N8 1.403
5 C 2.02 -1.61 0.00  C4 1.351, N6 1.326, H17 1.088
6 N 3.01 -0.83 0.41  C5 1.326, C7 1.306
7 C 2.63 0.42 0.41  N6 1.306, N8 1.346, H18 1.002
8 N 1.46 0.49 -0.27  C4 1.403, C7 1.346, C9 1.348
9 C 0.69 1.54 -0.58  N8 1.348, O10 1.318, H19 1.067
10 O 0.90 2.76 -0.14  C9 1.318, H20 0.959
11 H -2.04 1.16 0.07  N1 0.974
12 H -1.37 0.84 1.58  N1 1.003
13 H -2.20 -1.25 0.42  C2 1.138
14 H -0.60 -1.04 1.22  C2 1.116
15 H -0.48 -0.90 -1.78  C3 1.059
16 H -0.36 -2.32 -0.72  C3 1.085
17 H 2.09 -2.67 -0.22  C5 1.088
18 H 3.26 1.16 0.63  C7 1.002
19 H 0.16 1.35 -1.49  C9 1.067
20 H 1.65 2.83 0.47  O10 0.959



DFT (ωB97M-V/def2-TZVPD) results for a gas-phase ion, C6H10N3O (charge +1) at a distorted geometry.

The spin multiplicity is 1. The SMILES is CO[C@H](C)/C=N\c1nc1=[NH2+]. As for the net charge: +1. Its total energy is -12890.146 eV. As for the orbital gap: 9.09 eV. The value obtained for the energy above the lowest of the compared OMol25 structures with the same formula, charge and spin is 149.78 kcal/mol. The LUMO energy is -5.15 eV.

Last columns: bonded neighbours and bond lengths (Å).
Atoms and positions in Å:
1 C -2.30 0.85 0.68  O2 1.406, H11 1.149, H12 1.056, H13 1.068
2 O -0.91 0.80 0.53  C1 1.406, C3 1.403
3 C -0.35 -0.30 -0.14  O2 1.403, C4 1.539, C5 1.479, H14 1.140
4 C -1.22 -1.41 -0.76  C3 1.539, H15 1.185, H16 1.000, H17 1.137
5 C 0.54 -1.07 0.76  C3 1.479, N6 1.267, H18 1.127
6 N 1.77 -1.38 0.76  C5 1.267, C7 1.288
7 C 2.64 -0.63 0.20  N6 1.288, N8 1.315, C9 1.416
8 N 3.72 0.05 -0.12  C7 1.315, C9 1.392
9 C 2.53 0.76 -0.04  C7 1.416, N8 1.392, N10 1.248
10 N 2.04 1.82 -0.48  C9 1.248, H19 0.998, H20 1.039
11 H -2.83 0.84 -0.34  C1 1.149
12 H -2.47 1.77 1.18  C1 1.056
13 H -2.67 0.04 1.28  C1 1.068
14 H 0.15 0.15 -1.06  C3 1.140
15 H -0.63 -2.08 -1.55  C4 1.185
16 H -2.02 -1.02 -1.22  C4 1.000
17 H -1.62 -2.16 0.00  C4 1.137
18 H -0.03 -1.52 1.62  C5 1.127
19 H 1.04 1.84 -0.56  N10 0.998
20 H 2.61 2.65 -0.73  N10 1.039



DFT (ωB97M-V/def2-TZVPD) results for a gas-phase ion, C6H10N3O (charge +1) at a distorted geometry.

The spin multiplicity is 1. The SMILES is C[C@H]1N/C1=C(/C=O)NC=[NH2+]. As for the net charge: +1. Its total energy is -12892.040 eV. As for the orbital gap: 9.24 eV. The value obtained for the energy above the lowest of the compared OMol25 structures with the same formula, charge and spin is 106.12 kcal/mol. The LUMO energy is -3.55 eV.

Last columns: bonded neighbours and bond lengths (Å).
Atoms and positions in Å:
1 C -0.09 0.13 3.15  C2 1.610, H11 1.083, H12 1.100, H13 1.138
2 C -1.03 0.76 2.01  C1 1.610, N3 1.523, C4 1.442, H14 1.085
3 N -0.43 1.58 0.88  C2 1.523, C4 1.326, H15 1.018
4 C -0.77 0.32 0.66  C2 1.442, N3 1.326, C5 1.372
5 C -0.54 -0.51 -0.41  C4 1.372, C6 1.618, N8 1.481
6 C -0.73 -2.10 -0.60  C5 1.618, O7 1.190, H16 1.146
7 O -0.95 -2.71 0.40  C6 1.190
8 N -0.02 0.11 -1.66  C5 1.481, C9 1.313, H17 1.084
9 C 1.24 0.04 -2.02  N8 1.313, N10 1.286, H18 1.088
10 N 1.70 0.48 -3.14  C9 1.286, H19 0.957, H20 1.065
11 H 0.94 0.35 2.90  C1 1.083
12 H -0.47 -0.91 3.10  C1 1.100
13 H -0.32 0.58 4.17  C1 1.138
14 H -2.04 0.90 2.37  C2 1.085
15 H -0.75 2.47 0.49  N3 1.018
16 H -0.78 -2.69 -1.58  C6 1.146
17 H -0.83 0.51 -2.24  N8 1.084
18 H 1.95 -0.42 -1.34  C9 1.088
19 H 1.15 0.67 -3.91  N10 0.957
20 H 2.76 0.46 -3.22  N10 1.065



DFT (ωB97M-V/def2-TZVPD) results for a gas-phase ion, C6H10N3O2 (charge +1) at a distorted geometry.

The spin multiplicity is 3. As for the net charge: +1. Its total energy is -14937.430 eV. As for the orbital gap (spin up / spin down): 8.80 / 7.76 eV. The value obtained for the energy above the lowest of the compared OMol25 structures with the same formula, charge and spin is 0.00 kcal/mol. The LUMO energy (spin up / spin down) is -2.76 / -5.42 eV.

Last columns: bonded neighbours and bond lengths (Å).
Atoms and positions in Å:
1 C 2.59 0.03 1.35  C2 1.405, C4 1.446, H12 1.057
2 C 1.83 -0.39 0.25  C1 1.405, N9 1.385, H13 1.052
3 C -1.68 -0.28 0.02  N7 1.333, N8 1.340, O10 1.288
4 C 1.83 0.69 2.39  C1 1.446, O11 1.364, H14 1.162, H15 1.147
5 C -1.84 -0.04 -2.28  C6 1.517, N7 1.467, H16 1.076, H17 1.085
6 C -0.38 -0.01 -1.88  C5 1.517, N8 1.462, H18 1.165, H19 1.026
7 N -2.54 -0.15 -0.99  C3 1.333, C5 1.467, H20 1.102
8 N -0.42 -0.24 -0.43  C3 1.340, C6 1.462, N9 1.300
9 N 0.47 -0.54 0.47  C2 1.385, N8 1.300
10 O -2.04 -0.33 1.25  C3 1.288, H21 0.970
11 O 0.50 0.47 2.25  C4 1.364
12 H 3.64 0.10 1.25  C1 1.057
13 H 2.32 -0.66 -0.64  C2 1.052
14 H 2.23 0.34 3.42  C4 1.162
15 H 2.15 1.78 2.57  C4 1.147
16 H -2.07 0.94 -2.65  C5 1.076
17 H -2.02 -0.90 -2.92  C5 1.085
18 H 0.16 -0.90 -2.40  C6 1.165
19 H 0.25 0.79 -2.03  C6 1.026
20 H -3.63 -0.07 -0.84  N7 1.102
21 H -1.34 -0.63 1.85  O10 0.970